No. 1
Computed, not measured: 2 unconnected molecules or ions with the total composition C13H10BClF4IN2O4, with ωB97M-V with the def2-TZVPD basis set.

## Properties
total charge	-1
E_HOMO	-7.4347	eV
spin multiplicity	1
lowest unoccupied orbital energy	0.04020	Ha

Geometry as XYZ:
```
36
Properties=species:S:1:pos:R:3:mulliken_charge:R:1
C -1.371 3.286 0.359 -1.258
C -2.308 2.908 1.477 0.824
N -2.502 3.605 2.512 -0.754
C -3.052 1.600 1.307 -1.487
C -2.180 0.534 0.683 0.436
C -2.331 0.168 -0.658 1.017
O -3.304 0.775 -1.410 -0.569
C -1.471 -0.767 -1.244 -0.215
I -1.797 -1.200 -3.271 0.144
C -0.434 -1.375 -0.520 1.145
C 0.545 -2.334 -1.150 -2.001
C 1.661 -1.538 -1.802 0.740
O 1.593 -1.096 -2.892 -0.407
Cl 3.072 -1.257 -0.816 -0.114
C -0.337 -1.050 0.831 -0.586
C -1.184 -0.113 1.405 0.296
C -0.821 0.009 2.854 0.222
O -1.235 0.752 3.690 -0.558
N 0.188 -0.941 3.084 -0.148
C 0.571 -1.590 1.892 0.050
O 1.444 -2.394 1.820 -0.519
H -0.428 2.753 0.439 0.296
H -1.813 2.981 -0.587 0.275
H -1.193 4.354 0.348 0.475
H -1.932 4.448 2.478 0.264
H -3.905 1.790 0.664 0.394
H -3.409 1.275 2.277 0.384
H -4.138 0.300 -1.330 0.327
H 0.989 -2.960 -0.384 0.494
H 0.076 -2.963 -1.894 0.545
H 0.068 -1.552 3.879 0.284
B 6.189 -1.681 -2.810 0.640
F 7.518 -1.658 -3.276 -0.400
F 6.089 -2.562 -1.711 -0.419
F 5.811 -0.386 -2.403 -0.408
F 5.334 -2.122 -3.840 -0.412
```

No. 2
Computed, not measured: a gas-phase ion, C16H20NO (charge +1), with ωB97M-V with the def2-TZVPD basis set.

## Properties
total charge	+1
E_HOMO	-12.5150	eV
relative energy (zero: lowest compared OMol25 entry of this formula, charge and spin)	71.3	kcal per mole
spin multiplicity	1
lowest unoccupied orbital energy	-0.12898	Ha

Geometry as XYZ:
```
38
Properties=species:S:1:pos:R:3:mulliken_charge:R:1
C -1.814 0.860 -4.140 -1.563
C -0.730 0.358 -3.254 0.511
O 0.464 0.945 -3.722 -0.477
C -0.954 0.573 -1.720 -0.622
N 0.270 -0.024 -0.964 -0.190
C 0.444 0.423 0.373 -0.717
C -0.869 0.081 1.181 0.428
C -1.833 1.063 1.488 -0.380
C -3.161 0.677 1.769 -0.632
C -3.489 -0.655 1.986 -0.420
C -2.464 -1.598 1.962 -0.625
C -1.137 -1.203 1.691 0.101
C 1.794 0.002 1.037 0.228
C 2.661 0.973 1.564 -0.371
C 3.948 0.614 2.011 -0.579
C 4.298 -0.730 2.134 -0.409
C 3.356 -1.703 1.794 -0.614
C 2.103 -1.340 1.252 -0.275
H -2.760 0.447 -3.864 0.411
H -1.907 1.932 -4.119 0.401
H -1.620 0.561 -5.160 0.388
H -0.668 -0.728 -3.353 0.259
H 1.189 0.980 -3.074 0.275
H -1.126 1.661 -1.513 0.304
H -1.801 -0.035 -1.340 0.302
H -0.055 -1.040 -0.654 0.634
H 1.209 -0.055 -1.758 0.531
H 0.456 1.495 0.184 0.665
H -1.621 2.111 1.240 0.386
H -3.955 1.436 1.823 0.370
H -4.502 -0.960 2.242 0.425
H -2.679 -2.647 2.156 0.418
H -0.379 -1.983 1.618 0.103
H 2.388 2.026 1.474 0.359
H 4.669 1.383 2.304 0.388
H 5.267 -1.020 2.540 0.389
H 3.569 -2.763 1.959 0.381
H 1.437 -2.118 0.854 0.218
```

No. 3
Computed, not measured: a molecular structure, C49H56BrMnN4O5S3Sb, with ωB97M-V with the def2-TZVPD basis set.

## Properties
⟨S²⟩	0.8284
E_HOMO (spin up / spin down)	-7.4183 / -7.4163	eV
relative energy (zero: lowest compared OMol25 entry of this formula, charge and spin)	0.0	kcal per mole
spin multiplicity	2
lowest unoccupied orbital energy (spin up / spin down)	-0.02400 / -0.02378	Ha

Geometry as XYZ:
```
120
Properties=species:S:1:pos:R:3:mulliken_spin:R:1
Mn -1.203 -0.872 -1.038 1.022
O -3.983 1.302 -3.386 0.000
C -4.091 2.356 -2.553 0.001
C -5.238 3.142 -2.640 0.000
C -5.403 4.236 -1.810 0.000
C -4.436 4.551 -0.867 0.000
C -3.287 3.774 -0.796 0.001
C -3.076 2.684 -1.632 -0.007
C -1.737 1.935 -1.728 -0.017
O -1.889 0.628 -2.075 0.009
N -0.907 2.024 -0.519 -0.003
N -0.961 0.983 0.359 -0.021
C -0.835 1.325 1.591 0.011
C -0.726 0.471 2.767 0.004
Br -0.897 -1.394 2.574 0.001
C -0.582 0.938 4.017 -0.007
C -0.322 2.320 4.461 0.003
C 0.472 3.221 3.751 0.001
C 0.698 4.499 4.238 0.000
C 0.146 4.894 5.448 0.000
C -0.621 3.997 6.178 0.001
C -0.845 2.720 5.692 -0.002
H -3.200 0.780 -3.055 0.003
H -5.989 2.868 -3.369 0.000
H -6.299 4.839 -1.892 0.000
H -4.560 5.399 -0.208 0.000
H -2.525 4.060 -0.078 0.000
H -1.149 2.482 -2.492 0.010
H -0.909 2.934 -0.071 -0.001
H -0.841 2.387 1.833 0.000
H -0.675 0.215 4.818 0.000
H 0.953 2.912 2.836 0.000
H 1.319 5.182 3.672 0.000
H 0.325 5.892 5.827 0.000
H -1.042 4.291 7.130 0.000
H -1.443 2.023 6.265 0.000
S -6.151 1.577 0.692 0.000
C -7.810 1.892 0.887 0.000
C -8.551 0.746 0.869 0.000
C -7.747 -0.408 0.694 0.000
C -6.416 -0.111 0.579 0.000
C -5.292 -1.037 0.397 -0.001
C -4.031 -0.542 -0.007 -0.005
N -2.972 -1.307 -0.131 0.011
C -3.086 -2.633 0.117 -0.014
C -4.288 -3.232 0.479 -0.005
C -4.328 -4.655 0.693 0.001
C -3.213 -5.404 0.555 -0.001
C -1.956 -4.797 0.203 -0.001
C -0.756 -5.512 0.069 -0.001
C 0.412 -4.854 -0.251 0.007
C 0.360 -3.456 -0.440 -0.017
N -0.753 -2.767 -0.319 0.019
C -1.896 -3.422 -0.006 -0.007
C 1.667 -5.599 -0.401 -0.001
C 1.811 -6.879 -0.858 0.000
C 3.160 -7.319 -0.843 0.000
C 4.008 -6.366 -0.365 0.000
S 3.178 -4.941 0.064 0.000
C -5.407 -2.393 0.617 0.000
H -8.156 2.905 1.003 0.000
H -9.626 0.727 0.972 0.000
H -8.146 -1.410 0.633 0.000
H -3.878 0.510 -0.220 0.000
H -5.271 -5.110 0.966 0.000
H -3.242 -6.474 0.713 0.000
H -0.748 -6.580 0.253 0.000
H 1.243 -2.887 -0.716 0.002
H 0.988 -7.472 -1.228 0.000
H 3.483 -8.292 -1.180 0.000
H 5.077 -6.424 -0.249 0.000
H -6.350 -2.822 0.933 0.000
C -0.409 -0.333 -4.625 0.003
S -0.135 -1.539 -3.377 -0.003
O -1.459 -1.988 -2.876 -0.005
O 0.705 -2.556 -3.949 0.000
O 0.487 -0.826 -2.221 0.000
H 0.563 -0.047 -5.020 0.000
H -0.923 0.509 -4.172 -0.001
H -1.020 -0.788 -5.401 0.000
C 3.897 -1.784 -2.399 0.001
C 4.464 -0.410 -2.039 0.000
C 5.919 -0.558 -1.619 0.000
C 4.393 0.477 -3.277 0.000
Sb 3.104 0.336 -0.473 0.011
C 4.136 -0.117 1.426 0.002
C 3.975 -1.638 1.526 0.000
C 5.602 0.251 1.638 0.000
C 3.320 0.535 2.542 -0.001
C 3.231 2.527 -0.688 -0.001
C 4.632 3.123 -0.651 0.000
C 2.519 2.884 -1.998 0.001
C 2.410 3.127 0.453 0.000
H 4.478 -2.222 -3.220 0.000
H 2.851 -1.740 -2.717 -0.001
H 3.959 -2.475 -1.556 0.000
H 6.512 -0.899 -2.478 0.000
H 6.037 -1.304 -0.834 0.000
H 6.356 0.379 -1.270 0.000
H 4.913 -0.029 -4.100 0.000
H 4.876 1.443 -3.132 0.000
H 3.366 0.650 -3.603 0.000
H 4.496 -2.160 0.718 0.000
H 2.923 -1.937 1.495 0.000
H 4.392 -2.001 2.474 0.000
H 6.278 -0.356 1.044 0.000
H 5.866 0.084 2.690 0.000
H 5.811 1.299 1.419 0.000
H 2.242 0.497 2.358 0.000
H 3.609 1.573 2.702 0.000
H 3.500 0.006 3.487 0.000
H 5.272 2.737 -1.445 0.000
H 5.127 2.931 0.302 0.000
H 4.583 4.213 -0.773 0.000
H 1.622 2.281 -2.160 0.000
H 3.164 2.772 -2.867 0.000
H 2.202 3.934 -1.963 0.000
H 2.894 2.997 1.419 0.000
H 1.410 2.688 0.500 0.000
H 2.295 4.206 0.288 0.000
```

Copy entry 2 word for word.
Computed, not measured: a gas-phase ion, C16H20NO (charge +1), with ωB97M-V with the def2-TZVPD basis set.

## Properties
total charge	+1
E_HOMO	-12.5150	eV
relative energy (zero: lowest compared OMol25 entry of this formula, charge and spin)	71.3	kcal per mole
spin multiplicity	1
lowest unoccupied orbital energy	-0.12898	Ha

Geometry as XYZ:
```
38
Properties=species:S:1:pos:R:3:mulliken_charge:R:1
C -1.814 0.860 -4.140 -1.563
C -0.730 0.358 -3.254 0.511
O 0.464 0.945 -3.722 -0.477
C -0.954 0.573 -1.720 -0.622
N 0.270 -0.024 -0.964 -0.190
C 0.444 0.423 0.373 -0.717
C -0.869 0.081 1.181 0.428
C -1.833 1.063 1.488 -0.380
C -3.161 0.677 1.769 -0.632
C -3.489 -0.655 1.986 -0.420
C -2.464 -1.598 1.962 -0.625
C -1.137 -1.203 1.691 0.101
C 1.794 0.002 1.037 0.228
C 2.661 0.973 1.564 -0.371
C 3.948 0.614 2.011 -0.579
C 4.298 -0.730 2.134 -0.409
C 3.356 -1.703 1.794 -0.614
C 2.103 -1.340 1.252 -0.275
H -2.760 0.447 -3.864 0.411
H -1.907 1.932 -4.119 0.401
H -1.620 0.561 -5.160 0.388
H -0.668 -0.728 -3.353 0.259
H 1.189 0.980 -3.074 0.275
H -1.126 1.661 -1.513 0.304
H -1.801 -0.035 -1.340 0.302
H -0.055 -1.040 -0.654 0.634
H 1.209 -0.055 -1.758 0.531
H 0.456 1.495 0.184 0.665
H -1.621 2.111 1.240 0.386
H -3.955 1.436 1.823 0.370
H -4.502 -0.960 2.242 0.425
H -2.679 -2.647 2.156 0.418
H -0.379 -1.983 1.618 0.103
H 2.388 2.026 1.474 0.359
H 4.669 1.383 2.304 0.388
H 5.267 -1.020 2.540 0.389
H 3.569 -2.763 1.959 0.381
H 1.437 -2.118 0.854 0.218
```